21
Properties=species:S:1:pos:R:3:forces:R:3 method="wB97M-V/def2-TZVPD" homo_energy_ev=-8.97 lumo_energy_ev=0.361 molar_mass_g_mol=130.2 orbital_gap_ev=9.3
C -1.0824 1.1666 1.3728 -0.93 0.55 -0.43
C -1.9907 0.3429 0.4384 -0.18 0.58 0.97
C -1.0911 -0.6663 -0.2402 -0.75 -0.03 -0.24
S -1.8828 -1.7281 -1.4782 -0.28 -0.05 -0.42
H -1.5877 1.9202 1.9843 -0.43 -0.30 -0.03
H -0.4766 1.7781 0.7022 0.76 -0.35 0.40
H -0.5613 0.5019 2.0506 0.57 0.17 -0.13
H -2.8041 -0.1070 1.0157 0.12 -0.30 -0.12
H -2.4700 1.0289 -0.2614 0.05 -0.19 -0.28
H -0.6572 -1.3563 0.4771 0.41 0.36 0.12
H -0.3549 -0.0772 -0.7850 0.39 -0.34 0.17
H -3.1370 -1.6475 -1.0170 0.02 0.00 0.06
H 2.4703 -1.5039 -1.0180 0.39 0.33 -0.19
H 1.1018 -1.6196 -1.5992 -0.08 0.02 -0.09
O 1.6983 -2.0636 -0.9934 -0.19 -0.47 0.31
H 2.8658 0.8937 1.4617 0.07 -0.18 0.12
H 2.0279 -0.3544 1.1026 0.02 -0.03 -0.01
O 1.9641 0.5766 1.3498 0.07 0.17 -0.19
H 2.1050 1.1169 -0.7625 0.03 -0.20 0.21
H 1.5840 1.0821 -2.1750 -0.06 0.06 -0.34
O 2.2785 0.7160 -1.6254 0.00 0.21 0.13